[1]
8
Properties=species:S:1:pos:R:3:forces:R:3:lowdin_charge:R:1 method="wB97M-V/def2-TZVPD" lumo_energy_ev=-0.142 multiplicity=1 e_above_lowest_kcal_mol=19.5
I -1.91191 1.47916 0.20748 -0.387 0.459 0.243 0.904
O -0.08741 -1.16040 -1.15512 -0.815 -0.083 -0.885 0.033
O 0.26539 -2.48001 0.51180 -0.584 -0.029 0.172 0.112
O 0.41993 -0.36447 0.81286 -0.606 2.800 -0.516 -0.122
N 0.11704 -1.40432 0.00238 1.753 0.061 0.151 -0.512
C 0.11663 1.24324 0.02968 -0.084 -4.969 -1.302 -0.501
H 0.30342 0.88058 -1.05175 0.308 1.251 2.008 0.058
H 0.77691 1.80623 0.64267 0.417 0.511 0.128 0.028

[2]
8
Properties=species:S:1:pos:R:3:forces:R:3:lowdin_charge:R:1 method="wB97M-V/def2-TZVPD" lumo_energy_ev="0.432 / 0.432" multiplicity=1 e_above_lowest_kcal_mol=56.0
Cl -1.86360 0.64673 -0.30785 -0.130 0.123 -0.216 0.689
Cl -0.41249 -0.99858 1.58628 -0.058 -0.209 0.033 0.661
O 0.80123 1.38390 0.63660 -1.466 -2.369 -1.621 -0.303
N 0.19294 -0.82517 -0.93092 -0.080 0.269 -0.117 0.028
C -0.40193 -0.15446 0.07284 1.972 2.152 1.435 -1.246
H 1.06018 -1.28522 -0.70786 0.061 0.014 0.101 0.105
H 0.47895 1.64454 1.50139 -0.298 -0.072 0.277 -0.040
H 0.14472 -0.41173 -1.85049 -0.001 0.092 0.108 0.106

[3]
22
Properties=species:S:1:pos:R:3:forces:R:3:lowdin_charge:R:1 method="wB97M-V/def2-TZVPD" lumo_energy_ev=0.054 multiplicity=1 e_above_lowest_kcal_mol=62.0
O -0.01280 -0.58690 -2.74941 -0.905 0.246 4.592 -0.041
O -2.17361 -1.24044 -1.56243 0.516 -0.130 0.234 0.059
N 3.73675 0.43823 -2.00238 -0.964 -0.085 -0.388 0.060
N 1.59867 0.45298 -1.41306 1.661 0.282 -2.263 -0.047
C 0.38937 -0.07062 -1.34149 -3.504 -3.681 -4.781 -0.169
C 2.55070 -0.06294 -2.25143 1.805 -1.291 -0.806 -0.124
C 3.51880 1.39429 -1.06575 0.037 1.619 0.719 -0.133
C -1.73897 -0.79086 -0.50140 0.684 -0.364 -0.154 -0.372
C -2.73069 -0.46851 0.54604 -0.174 -0.044 1.606 -0.014
C 2.15149 1.49265 -0.75983 3.079 -0.087 0.803 -0.052
C 0.21626 -0.19556 1.14421 -0.252 0.817 -2.159 -0.003
C -0.31859 -0.40198 -0.26682 -1.153 0.523 0.349 -0.133
H -2.76704 0.62799 0.57240 -0.344 -0.185 0.249 0.111
H 0.44041 -1.15404 1.48636 0.519 -1.562 1.035 0.071
H -2.64754 -0.87221 1.58464 0.866 0.472 -0.747 0.107
H 2.44998 -0.82725 -3.03962 -0.694 0.498 0.959 0.145
H -3.64246 -0.91658 0.24893 -1.149 0.111 -0.669 0.071
H -0.54462 0.24020 1.75295 -0.141 0.548 0.624 0.068
H 4.42243 1.97351 -0.75312 -1.426 -0.290 0.017 0.112
H -0.88218 -1.18997 -2.52426 2.050 1.917 -0.437 0.112
H 1.59055 2.00880 -0.03460 -0.257 0.772 0.510 0.106
H 1.13203 0.38679 1.04829 -0.253 -0.086 0.704 0.063

[4]
14
Properties=species:S:1:pos:R:3:forces:R:3:lowdin_charge:R:1 method="wB97M-V/def2-TZVPD" lumo_energy_ev=0.887 multiplicity=1 e_above_lowest_kcal_mol=104.5
O 0.29626 -0.84430 -0.38821 -0.293 0.349 -0.134 -0.110
N -1.49452 -0.21094 1.11729 0.013 -0.058 0.080 -0.143
N -1.87932 1.07024 0.64708 0.139 0.079 -0.212 -0.020
C -0.99216 -1.13286 0.13772 -0.145 0.042 -0.173 -0.300
C 2.73290 0.93074 -1.09744 0.349 -0.898 0.982 0.007
C 2.72065 0.06468 -0.25862 0.499 1.295 -0.962 -0.002
H 2.93478 1.69811 -1.79089 -0.199 0.293 -0.367 0.012
H -0.90247 -2.11267 0.61186 0.050 0.085 -0.067 0.118
H 0.30307 0.01391 -0.85560 -0.016 -0.655 0.293 0.054
H -2.77665 0.98135 0.17973 0.177 0.045 0.089 0.070
H -0.83164 -0.08273 1.87584 -0.161 -0.043 -0.103 0.107
H 2.81335 -0.64934 0.50715 -0.246 -0.429 0.267 0.028
H -1.72418 -1.19697 -0.68045 0.035 0.010 0.192 0.118
H -1.20008 1.47079 -0.00546 -0.202 -0.113 0.113 0.062

[5]
14
Properties=species:S:1:pos:R:3:forces:R:3:lowdin_charge:R:1 method="wB97M-V/def2-TZVPD" lumo_energy_ev=-0.330 multiplicity=1 e_above_lowest_kcal_mol=171.0
O 0.54101 0.51679 2.53669 -1.337 -6.005 3.567 -0.139
O 0.95948 -0.62673 0.04010 2.708 -0.644 1.967 -0.151
O -0.28982 0.85047 -0.98013 0.464 1.949 1.275 0.102
N 0.25016 -1.43992 -0.84023 0.632 2.387 -3.508 0.108
N -0.76378 -0.37134 -2.85484 0.368 -0.103 -1.981 0.162
C -0.28515 -0.22623 -1.73150 -0.122 -3.057 1.164 -0.456
C -0.45524 0.42569 1.54124 2.256 7.140 -1.565 -0.244
C 0.37466 0.60483 0.24930 -0.362 -2.325 1.263 -0.311
H 0.41902 -0.68892 3.23985 0.704 5.322 -3.031 0.330
H 1.23215 1.17038 0.59972 -0.084 1.254 -0.970 0.163
H 1.14669 -1.71504 -1.37608 -2.352 -0.285 0.287 0.158
H -1.08431 -0.30556 1.44143 -2.970 -4.989 0.063 0.061
H -0.91482 0.48468 -3.40669 -0.330 -0.405 0.776 0.080
H -1.13003 1.32092 1.54114 0.425 -0.237 0.691 0.138

[6]
19
Properties=species:S:1:pos:R:3:forces:R:3:lowdin_charge:R:1 method="wB97M-V/def2-TZVPD" lumo_energy_ev=0.672 multiplicity=1 e_above_lowest_kcal_mol=37.8
O -2.17607 2.18287 -0.64193 0.139 -0.043 -0.098 -0.006
O 1.48036 -1.13488 0.80604 0.337 0.110 0.049 -0.089
C -1.76410 0.87561 -0.61048 -0.240 -0.046 0.128 -0.228
C 2.69144 -0.38927 0.66308 -0.217 -0.166 -0.029 -0.314
C -1.71772 -1.40421 0.35080 -0.045 -0.010 0.009 -0.121
C -2.16519 0.02820 0.32610 0.226 -0.191 -0.124 -0.152
C 2.98775 -0.07677 -0.78914 0.047 -0.035 -0.094 -0.093
H -2.83406 0.36212 1.10964 -0.021 0.130 -0.012 0.108
H -1.12375 0.55393 -1.42637 0.072 0.034 0.009 0.118
H 3.07458 -0.98473 -1.38623 -0.048 -0.057 0.080 0.074
H -2.54901 -2.09654 0.20393 -0.049 0.038 0.042 0.072
H 2.18474 0.52874 -1.21489 0.033 0.044 -0.017 0.066
H 2.62963 0.54022 1.23646 0.056 -0.015 0.077 0.110
H 0.76023 -0.51323 0.69264 -0.333 0.060 -0.036 0.045
H -0.98017 -1.61306 -0.42406 0.001 0.025 -0.053 0.069
H 3.46949 -1.00810 1.10644 0.082 0.018 -0.029 0.110
H -1.25732 -1.65029 1.30779 0.002 -0.071 0.051 0.070
H -1.75112 2.61639 -1.38652 -0.070 0.078 0.042 0.091
H 3.92371 0.47319 -0.88457 0.028 0.095 0.006 0.071

Repeat the second record exactly.
8
Properties=species:S:1:pos:R:3:forces:R:3:lowdin_charge:R:1 method="wB97M-V/def2-TZVPD" lumo_energy_ev="0.432 / 0.432" multiplicity=1 e_above_lowest_kcal_mol=56.0
Cl -1.86360 0.64673 -0.30785 -0.130 0.123 -0.216 0.689
Cl -0.41249 -0.99858 1.58628 -0.058 -0.209 0.033 0.661
O 0.80123 1.38390 0.63660 -1.466 -2.369 -1.621 -0.303
N 0.19294 -0.82517 -0.93092 -0.080 0.269 -0.117 0.028
C -0.40193 -0.15446 0.07284 1.972 2.152 1.435 -1.246
H 1.06018 -1.28522 -0.70786 0.061 0.014 0.101 0.105
H 0.47895 1.64454 1.50139 -0.298 -0.072 0.277 -0.040
H 0.14472 -0.41173 -1.85049 -0.001 0.092 0.108 0.106